1) Below is a structure of composition H4NP, with properties calculated with the ωB97M-V functional and the def2-TZVPD basis.

The geometry in ORCA input format:
```
! RIJCOSX wB97M-V def2-TZVPD def2/J DEFGRID3
* xyz 0 1
N -0.888 0.618 -0.699
P 0.238 -0.194 -0.022
H -1.577 1.307 0.178
H 0.200 -1.565 -0.289
H 0.502 -0.234 1.337
H 1.525 0.069 -0.505
*
```

Output
orbital gap	10.0068	eV
HOMO	-9.01	eV
LUMO level	1.00	eV

=====

2) Below is a cluster of 2 separate species, H4NP in total, with properties calculated with the ωB97M-V functional and the def2-TZVPD basis.

The geometry in ORCA input format:
```
! RIJCOSX wB97M-V def2-TZVPD def2/J DEFGRID3
* xyz 0 1
N -1.393 0.037 0.005
P 0.126 0.277 0.085
H -1.179 -1.486 -0.456
H 0.838 -0.095 -0.999
H 1.032 -0.255 1.227
H 0.575 1.523 0.137
*
```

Output
orbital gap	9.2952	eV
HOMO	-9.34	eV
LUMO level	-0.05	eV

=====

So which one is most stable? That would be 1), about 0.0664 hartree below the next structure.

=====

1) Below is a cluster of 2 separate species, C4H6S in total, with properties calculated with the ωB97M-V functional and the def2-TZVPD basis.

The geometry in ORCA input format:
```
! RIJCOSX wB97M-V def2-TZVPD def2/J DEFGRID3
* xyz 0 1
C -0.513 -1.134 -0.925
C -1.132 -2.146 -0.979
C 1.422 -0.819 1.660
C 1.223 0.458 1.962
S 0.785 1.762 0.886
H -0.384 -0.109 -0.758
H -1.557 -3.090 -1.202
H 1.270 -1.258 0.715
H 1.608 -1.544 2.418
H 1.331 0.909 2.896
H 0.645 1.004 -0.273
*
```

Output
orbital gap	9.6589	eV
HOMO	-8.73	eV
LUMO level	0.93	eV
SMILES string	C=CS.C#C

=====

2) Below is an isolated molecule of C4H6S, with properties calculated with the ωB97M-V functional and the def2-TZVPD basis.

The geometry in ORCA input format:
```
! RIJCOSX wB97M-V def2-TZVPD def2/J DEFGRID3
* xyz 0 1
C -1.835 -0.966 0.005
C -0.428 -0.635 -0.038
C -1.480 0.422 -0.299
C 2.076 0.289 0.242
S 1.090 -1.302 0.193
H -2.650 -1.734 0.047
H -1.789 0.820 -1.322
H -1.741 1.229 0.335
H 2.734 0.297 1.239
H 1.392 1.016 0.342
H 2.633 0.565 -0.744
*
```

Output
orbital gap	8.5648	eV
HOMO	-7.67	eV
LUMO level	0.89	eV
SMILES string	CSC1=CC1

=====

So which one is most stable? That would be 1), about 0.0143 hartree below the next structure.